No. 1
{
  "formula": "F14KN7O28S14",
  "method": "ωB97M-V with the def2-TZVPD basis set",
  "homo_lumo_gap_ev": 7.1,
  "e_above_lowest_kcal_mol": 0.0,
  "total_charge": -6,
  "multiplicity": 1,
  "lumo_ev": 10.10,
  "elements": ["K", "N", "S", "O", "O", "F", "S", "O", "O", "F", "N", "S", "O", "O", "F", "S", "O", "O", "F", "N", "S", "O", "O", "F", "S", "O", "O", "F", "N", "S", "O", "O", "F", "S", "O", "O", "F", "N", "S", "O", "O", "F", "S", "O", "O", "F", "N", "S", "O", "O", "F", "S", "O", "O", "F", "N", "S", "O", "O", "F", "S", "O", "O", "F"],
  "coordinates": [[0.291, -0.084, -0.167], [-0.802, 4.716, 1.973], [0.646, 5.308, 1.953], [0.781, 6.394, 2.898], [1.300, 5.468, 0.697], [1.447, 4.111, 2.632], [-1.097, 4.041, 0.519], [-0.342, 2.879, 0.174], [-1.448, 5.010, -0.461], [-2.512, 3.472, 0.927], [-0.627, 3.568, -4.046], [-1.041, 2.359, -3.063], [-2.183, 2.661, -2.285], [-0.030, 1.527, -2.493], [-1.626, 1.391, -4.216], [0.946, 3.577, -4.181], [1.559, 2.447, -4.786], [1.574, 4.267, -3.110], [1.019, 4.661, -5.430], [3.028, 0.195, -0.236], [3.488, 1.440, 0.823], [3.084, 2.768, 0.596], [4.818, 1.277, 1.344], [2.596, 0.908, 2.010], [3.868, 0.715, -1.487], [5.261, 0.336, -1.523], [3.478, 1.968, -2.024], [3.325, -0.356, -2.528], [-3.990, -1.386, 2.262], [-3.408, -0.030, 1.536], [-2.865, 0.951, 2.401], [-4.092, 0.404, 0.375], [-2.109, -0.746, 0.894], [-5.284, -0.854, 2.963], [-6.358, -0.403, 2.123], [-5.105, -0.130, 4.182], [-5.835, -2.324, 3.414], [-0.112, -4.951, -1.167], [0.775, -5.580, 0.028], [0.111, -6.179, 1.146], [1.947, -4.836, 0.312], [1.271, -6.917, -0.734], [-1.058, -3.967, -0.316], [-0.433, -2.959, 0.483], [-2.268, -4.563, 0.165], [-1.584, -3.088, -1.536], [-1.093, -1.294, 4.941], [-0.989, -0.125, 5.992], [-1.053, 1.212, 5.495], [-0.141, -0.336, 7.140], [-2.463, -0.287, 6.652], [0.195, -0.993, 3.961], [1.461, -0.918, 4.614], [-0.042, -0.209, 2.806], [0.246, -2.497, 3.438], [0.929, -3.361, -4.565], [0.540, -1.871, -4.132], [0.785, -0.870, -5.117], [0.695, -1.592, -2.745], [-1.057, -2.060, -4.256], [2.529, -3.366, -4.301], [2.895, -3.586, -2.944], [3.331, -2.477, -5.082], [2.828, -4.839, -4.934]]
}

No. 2
{
  "formula": "C39H47Cl4IrNO6PS6SbTe",
  "method": "ωB97M-V with the def2-TZVPD basis set",
  "homo_lumo_gap_ev": [5.8, 4.5],
  "e_above_lowest_kcal_mol": 50.5,
  "total_charge": -2,
  "multiplicity": 2,
  "lumo_ev": [3.38, 2.18],
  "elements": ["Ir", "S", "Sb", "S", "S", "Cl", "C", "C", "Cl", "C", "Cl", "C", "O", "C", "O", "C", "Cl", "C", "C", "C", "C", "C", "C", "Te", "N", "C", "O", "C", "C", "C", "C", "C", "C", "C", "C", "C", "C", "C", "C", "C", "C", "C", "C", "C", "C", "H", "H", "H", "H", "H", "H", "H", "H", "H", "H", "H", "H", "H", "H", "H", "H", "H", "H", "H", "H", "H", "H", "H", "H", "H", "H", "H", "C", "C", "C", "O", "P", "S", "S", "O", "C", "C", "C", "H", "H", "H", "H", "H", "H", "H", "H", "H", "H", "H", "H", "H", "H", "C", "S", "C", "O", "H", "H", "H", "H", "H", "H"],
  "coordinates": [[-0.460, -0.365, -0.048], [-3.791, -2.315, 3.478], [-1.872, -2.541, 2.292], [-0.685, -0.423, 2.271], [-2.337, -1.538, -0.142], [-1.188, 3.877, -5.430], [-1.125, 3.183, -3.852], [-1.229, 4.037, -2.714], [-1.370, 5.739, -2.950], [-1.197, 3.521, -1.445], [-1.223, 4.504, -0.052], [-1.076, 2.108, -1.259], [-1.127, 1.580, -0.107], [-0.889, 1.239, -2.411], [-0.685, 0.005, -2.218], [-0.956, 1.831, -3.706], [-0.784, 0.787, -5.069], [-6.481, -4.558, -4.416], [-5.192, -4.319, -3.675], [-4.988, -4.828, -2.404], [-3.807, -4.606, -1.696], [-3.707, -5.169, -0.302], [-2.789, -3.853, -2.296], [-0.964, -3.627, -1.132], [0.379, -2.151, -0.156], [1.470, -2.833, 0.174], [1.741, -3.941, -0.336], [2.355, -2.333, 1.299], [2.412, -1.013, 1.738], [3.262, -0.648, 2.772], [4.061, -1.602, 3.388], [4.006, -2.923, 2.960], [3.163, -3.282, 1.919], [0.201, -4.283, -2.817], [0.059, -5.644, -3.112], [-0.825, -6.581, -2.328], [0.789, -6.185, -4.171], [1.664, -5.421, -4.923], [2.450, -6.018, -6.060], [1.806, -4.081, -4.590], [1.090, -3.494, -3.553], [1.278, -2.028, -3.306], [-2.989, -3.301, -3.569], [-1.986, -2.391, -4.219], [-4.184, -3.549, -4.238], [-7.118, -5.261, -3.878], [-6.295, -4.962, -5.413], [-7.039, -3.627, -4.539], [-5.773, -5.413, -1.932], [-4.525, -5.866, -0.117], [-3.788, -4.380, 0.451], [-2.764, -5.689, -0.128], [1.804, -0.250, 1.281], [3.271, 0.387, 3.097], [4.716, -1.318, 4.203], [4.620, -3.676, 3.440], [3.115, -4.302, 1.562], [-0.597, -6.537, -1.261], [-0.672, -7.607, -2.666], [-1.883, -6.338, -2.449], [0.676, -7.241, -4.394], [2.227, -7.079, -6.177], [3.524, -5.916, -5.890], [2.220, -5.518, -7.003], [2.496, -3.462, -5.157], [2.242, -1.700, -3.699], [1.215, -1.778, -2.250], [0.503, -1.446, -3.805], [-1.560, -1.701, -3.489], [-2.463, -1.797, -4.999], [-1.165, -2.950, -4.671], [-4.334, -3.110, -5.221], [5.939, 4.710, 2.981], [4.587, 4.549, 2.306], [4.448, 5.440, 1.083], [3.611, 4.849, 3.294], [2.007, 4.547, 3.062], [1.101, 6.178, 2.457], [1.825, 2.886, 2.005], [1.603, 4.353, 4.613], [1.805, 3.192, 5.435], [3.201, 2.599, 5.307], [0.706, 2.165, 5.220], [6.742, 4.421, 2.299], [5.992, 4.085, 3.872], [6.089, 5.751, 3.278], [4.453, 3.504, 2.004], [4.533, 6.490, 1.371], [3.473, 5.302, 0.616], [5.233, 5.203, 0.358], [1.702, 3.598, 6.447], [3.369, 2.234, 4.293], [3.296, 1.762, 6.003], [3.961, 3.346, 5.537], [0.761, 1.719, 4.227], [-0.273, 2.635, 5.324], [0.794, 1.374, 5.969], [3.960, -0.740, -1.177], [3.000, 0.751, -1.484], [3.931, 1.816, -0.391], [1.629, 0.584, -0.910], [4.898, -0.623, -1.722], [3.409, -1.591, -1.571], [4.141, -0.875, -0.112], [4.945, 1.883, -0.791], [3.920, 1.412, 0.621], [3.446, 2.790, -0.380]]
}

No. 3
{
  "formula": "C35H43N3OS4SiTl",
  "method": "ωB97M-V with the def2-TZVPD basis set",
  "homo_lumo_gap_ev": 6.6,
  "total_charge": -1,
  "multiplicity": 1,
  "lumo_ev": 2.08,
  "elements": ["Tl", "C", "C", "S", "C", "C", "S", "C", "C", "S", "C", "C", "S", "H", "H", "H", "H", "H", "H", "H", "H", "H", "H", "H", "H", "H", "H", "H", "H", "C", "C", "C", "C", "N", "C", "C", "C", "C", "C", "C", "N", "H", "H", "H", "H", "H", "H", "H", "H", "C", "C", "C", "C", "Si", "O", "C", "C", "C", "C", "C", "C", "C", "C", "C", "C", "C", "C", "H", "H", "H", "H", "H", "H", "H", "H", "H", "H", "H", "H", "H", "H", "H", "H", "H", "H", "H", "N", "C"],
  "coordinates": [[0.071, -0.117, -1.241], [-3.333, 1.471, 1.692], [-2.523, 2.749, 1.849], [-0.728, 2.556, 1.668], [-0.257, 1.920, 3.306], [-0.668, 0.487, 3.652], [-0.250, -0.675, 2.305], [-1.532, -1.920, 2.651], [-1.659, -2.978, 1.560], [-1.839, -2.406, -0.154], [-3.609, -2.017, -0.296], [-4.158, -0.777, 0.398], [-3.331, 0.802, -0.004], [-4.371, 1.660, 1.976], [-2.924, 0.694, 2.332], [-2.724, 3.186, 2.830], [-2.803, 3.476, 1.084], [-0.641, 2.610, 4.060], [0.832, 1.999, 3.291], [-1.737, 0.432, 3.861], [-0.136, 0.175, 4.554], [-2.478, -1.390, 2.774], [-1.292, -2.413, 3.596], [-2.507, -3.626, 1.793], [-0.752, -3.585, 1.504], [-4.175, -2.879, 0.069], [-3.747, -1.945, -1.376], [-4.090, -0.895, 1.478], [-5.212, -0.671, 0.133], [4.652, 0.930, 0.410], [5.169, 2.027, -0.253], [4.320, 2.834, -0.990], [2.954, 2.549, -1.022], [2.461, 1.488, -0.369], [3.288, 0.698, 0.305], [2.001, 3.398, -1.792], [2.399, 4.573, -2.432], [1.470, 5.312, -3.141], [0.163, 4.860, -3.216], [-0.144, 3.677, -2.561], [0.738, 2.980, -1.860], [5.282, 0.264, 0.985], [6.229, 2.246, -0.211], [4.730, 3.672, -1.536], [2.826, -0.180, 0.754], [3.423, 4.914, -2.385], [1.763, 6.228, -3.639], [-0.594, 5.401, -3.766], [-1.147, 3.261, -2.607], [4.236, -2.288, -1.772], [3.227, -3.445, -1.794], [3.971, -4.758, -2.056], [2.248, -3.207, -2.953], [2.236, -3.396, -0.146], [1.338, -2.106, -0.010], [1.185, -4.984, -0.013], [0.087, -5.136, -0.869], [-0.798, -6.197, -0.734], [-0.608, -7.140, 0.268], [0.472, -7.011, 1.131], [1.352, -5.944, 0.989], [3.497, -3.486, 1.291], [3.409, -2.505, 2.283], [4.299, -2.460, 3.350], [5.307, -3.411, 3.455], [5.406, -4.405, 2.490], [4.510, -4.440, 1.429], [4.820, -2.264, -2.701], [4.932, -2.377, -0.932], [3.713, -1.333, -1.676], [4.390, -4.762, -3.070], [3.302, -5.619, -1.967], [4.803, -4.896, -1.360], [2.795, -3.022, -3.886], [1.603, -2.347, -2.768], [1.605, -4.075, -3.114], [-0.094, -4.394, -1.638], [-1.645, -6.279, -1.405], [-1.302, -7.965, 0.380], [0.624, -7.742, 1.918], [2.182, -5.850, 1.683], [2.612, -1.771, 2.207], [4.205, -1.685, 4.102], [6.004, -3.381, 4.284], [6.186, -5.155, 2.569], [4.603, -5.237, 0.699], [-1.454, -1.034, -4.715], [-1.032, -0.825, -3.649]]
}

No. 4
{
  "formula": "C5H15N",
  "method": "ωB97M-V with the def2-TZVPD basis set",
  "homo_lumo_gap_ev": [9.3, 3.7],
  "e_above_lowest_kcal_mol": 34.6,
  "total_charge": 1,
  "multiplicity": 2,
  "lumo_ev": [-3.93, -9.52],
  "elements": ["C", "C", "C", "H", "H", "H", "H", "H", "H", "H", "H", "C", "C", "N", "H", "H", "H", "H", "H", "H", "H"],
  "coordinates": [[1.771, -0.764, -2.798], [1.169, 0.484, -3.435], [0.057, 1.123, -2.553], [1.181, -1.646, -2.581], [2.707, -1.009, -3.293], [2.021, -0.419, -1.774], [1.982, 1.187, -3.580], [0.659, 0.281, -4.379], [0.517, 1.878, -1.902], [-0.507, 0.373, -1.997], [-0.616, 1.817, -3.078], [-0.224, -1.175, 2.779], [-1.506, -0.333, 2.864], [-1.449, 0.766, 3.917], [0.363, -0.859, 1.910], [-0.297, -2.244, 2.905], [0.402, -0.807, 3.604], [-2.441, -0.887, 3.175], [-1.871, 0.158, 1.968], [-1.956, 1.539, 3.469], [-1.960, 0.537, 4.777]]
}

No. 5
{
  "formula": "C36H57BBiBrF2IN9O4PS3",
  "method": "ωB97M-V with the def2-TZVPD basis set",
  "homo_lumo_gap_ev": 7.9,
  "total_charge": 1,
  "multiplicity": 1,
  "lumo_ev": -1.99,
  "elements": ["Bi", "N", "N", "C", "N", "S", "H", "H", "H", "H", "H", "C", "O", "C", "C", "C", "C", "C", "C", "O", "C", "O", "C", "H", "H", "H", "H", "H", "H", "H", "H", "H", "F", "B", "F", "Br", "C", "C", "C", "C", "C", "C", "I", "H", "H", "H", "H", "O", "P", "N", "C", "C", "C", "C", "N", "C", "C", "C", "C", "N", "C", "C", "C", "C", "H", "H", "H", "H", "H", "H", "H", "H", "H", "H", "H", "H", "H", "H", "H", "H", "H", "H", "H", "H", "H", "H", "H", "H", "S", "C", "C", "N", "C", "H", "H", "H", "C", "C", "N", "C", "S", "N", "C", "C", "H", "H", "H", "H", "H", "H", "H", "H", "H", "H", "H", "H"],
  "coordinates": [[-0.611, 0.210, 1.870], [0.073, 4.434, 2.043], [-0.005, 4.349, 0.650], [1.059, 4.070, -0.133], [0.942, 4.434, -1.431], [2.446, 3.361, 0.460], [-0.101, 3.524, 2.457], [1.024, 4.690, 2.293], [-0.751, 4.904, 0.263], [0.036, 4.653, -1.814], [1.623, 4.061, -2.067], [0.908, 2.215, 8.344], [-0.477, 2.493, 8.195], [-1.018, 2.398, 6.980], [-2.407, 2.643, 6.905], [-3.049, 2.556, 5.708], [-2.369, 2.210, 4.516], [-3.033, 2.151, 3.247], [-4.332, 2.881, 3.030], [-2.601, 1.525, 2.255], [-0.969, 1.974, 4.598], [-0.240, 1.752, 3.524], [-0.317, 2.076, 5.832], [1.122, 2.337, 9.401], [1.515, 2.913, 7.765], [1.138, 1.191, 8.039], [-2.934, 2.892, 7.815], [-4.119, 2.712, 5.688], [-4.595, 3.535, 3.854], [-5.132, 2.160, 2.853], [-4.232, 3.475, 2.122], [0.747, 1.890, 5.840], [-1.712, -2.248, 3.842], [-0.855, -1.234, 3.769], [-0.161, -1.052, 4.882], [4.942, -0.347, 4.899], [5.038, -0.382, 3.014], [6.227, -0.776, 2.417], [6.329, -0.816, 1.036], [5.241, -0.459, 0.252], [4.058, -0.052, 0.850], [3.947, -0.010, 2.234], [2.141, 0.722, 3.097], [7.069, -1.035, 3.044], [7.263, -1.112, 0.579], [5.324, -0.471, -0.828], [3.224, 0.286, 0.247], [-0.763, 0.619, -1.068], [-0.727, 0.718, -2.541], [-1.368, -0.694, -3.184], [-2.043, -0.923, -4.469], [-1.657, -2.352, -4.855], [-1.481, -3.024, -3.492], [-0.751, -1.941, -2.709], [-1.596, 2.018, -3.087], [-2.844, 2.330, -2.355], [-3.823, 2.868, -3.412], [-3.226, 2.431, -4.753], [-1.726, 2.464, -4.477], [0.831, 0.948, -3.098], [1.927, 0.398, -2.266], [2.791, -0.403, -3.234], [2.661, 0.400, -4.528], [1.201, 0.860, -4.519], [-1.760, -0.198, -5.233], [-3.128, -0.862, -4.327], [-0.709, -2.360, -5.397], [-2.418, -2.823, -5.474], [-0.920, -3.956, -3.544], [-2.459, -3.220, -3.047], [0.322, -1.970, -2.952], [-0.844, -2.040, -1.626], [-2.643, 3.071, -1.578], [-3.222, 1.435, -1.857], [-3.864, 3.956, -3.366], [-4.831, 2.483, -3.266], [-3.507, 3.091, -5.572], [-3.538, 1.414, -4.997], [-1.352, 3.492, -4.565], [-1.151, 1.839, -5.157], [1.513, -0.193, -1.447], [2.508, 1.210, -1.830], [2.396, -1.414, -3.372], [3.821, -0.471, -2.881], [2.893, -0.183, -5.418], [3.331, 1.261, -4.493], [0.568, 0.136, -5.049], [1.085, 1.830, -5.008], [-5.269, -1.445, 1.232], [-4.508, -1.394, -0.305], [-3.184, -1.139, -0.159], [-2.776, -0.987, 1.139], [-3.767, -1.117, 1.971], [-5.071, -1.549, -1.210], [-2.460, -1.044, -0.954], [-3.664, -1.033, 3.041], [4.182, -4.645, -1.206], [3.372, -3.445, -1.691], [2.620, -2.793, -0.632], [1.436, -3.163, -0.130], [0.845, -2.353, 1.240], [0.764, -4.152, -0.726], [-0.504, -4.700, -0.254], [-0.308, -5.778, 0.806], [4.700, -5.103, -2.049], [3.542, -5.396, -0.742], [4.927, -4.328, -0.477], [2.692, -3.751, -2.492], [4.048, -2.696, -2.102], [3.110, -2.101, -0.084], [1.257, -4.711, -1.405], [-1.018, -5.106, -1.126], [-1.091, -3.882, 0.158], [0.273, -6.616, 0.420], [-1.274, -6.152, 1.143], [0.213, -5.352, 1.663]]
}

No. 6
{
  "formula": "C3H4NP",
  "method": "ωB97M-V with the def2-TZVPD basis set",
  "homo_lumo_gap_ev": 9.3,
  "e_above_lowest_kcal_mol": 66.9,
  "multiplicity": 1,
  "lumo_ev": -0.01,
  "elements": ["C", "C", "C", "N", "P", "H", "H", "H", "H"],
  "coordinates": [[-1.152, 0.046, -0.419], [0.020, 0.706, -0.375], [0.172, -1.650, -0.033], [-1.058, -1.322, -0.264], [1.393, -0.311, -0.219], [-2.067, 0.502, -0.572], [0.041, 2.180, -1.100], [0.405, -2.676, 0.058], [1.843, 0.142, 0.923]]
}

No. 7
{
  "formula": "C5H6O2P",
  "method": "ωB97M-V with the def2-TZVPD basis set",
  "smiles": "O=[P@H]([O-])C1C=CC=C1",
  "homo_lumo_gap_ev": 8.5,
  "e_above_lowest_kcal_mol": 23.3,
  "total_charge": -1,
  "multiplicity": 1,
  "lumo_ev": 3.92,
  "elements": ["O", "P", "O", "C", "C", "C", "C", "C", "H", "H", "H", "H", "H", "H"],
  "coordinates": [[3.465, 1.183, 0.016], [2.577, 0.044, 0.237], [3.087, -1.261, -0.228], [0.743, 0.254, -0.690], [0.156, -1.036, -0.276], [-1.096, -0.803, 0.185], [-1.472, 0.651, 0.165], [-0.326, 1.228, -0.241], [2.245, 0.184, 1.568], [1.128, 0.512, -1.692], [0.653, -2.030, -0.412], [-1.674, -1.638, 0.449], [-2.439, 1.068, 0.359], [-0.042, 2.222, -0.634]]
}

Question: What is the formula in the seventh record?
Answer: C5H6O2P

Question: Which value of multiplicity does entry 2 give?
Answer: 2

Question: What is the multiplicity in the sixth record?
Answer: 1